Entry i
22
Properties=species:S:1:pos:R:3:lowdin_spin:R:1 method="wB97M-V/def2-TZVPD" e_homo_ev="-4.8043 / -8.2098" orbital_gap_ev="4.5914 / 6.3224" total_charge=0 lumo_energy_ev="-0.213 / -1.887" multiplicity=3 s_squared=2.009
O -0.165 -1.521 0.651 0.205
O 2.045 0.276 1.729 0.400
C 0.574 -1.731 -0.520 0.016
C 2.033 -1.312 -0.440 0.022
O 2.247 0.109 -0.466 0.067
C 2.320 0.882 0.656 0.256
H 0.103 -1.199 -1.368 0.005
H 0.584 -2.802 -0.801 0.001
H 2.555 -1.694 -1.327 0.003
H 2.513 -1.752 0.448 0.006
O -1.697 1.181 1.096 0.021
C -1.000 2.184 0.334 0.004
C -0.961 1.576 -1.070 0.001
O -1.921 0.508 -0.981 0.002
C -2.214 0.274 0.283 0.007
H -1.571 3.117 0.389 0.000
H -0.003 2.317 0.767 0.004
H 0.015 1.137 -1.312 0.001
H -1.278 2.265 -1.857 0.000
O -2.942 -0.631 0.652 0.012
Li -1.862 -2.231 0.763 0.116
Ag 0.625 -0.955 2.375 0.849


Entry ii
22
Properties=species:S:1:pos:R:3:lowdin_spin:R:1 method="wB97M-V/def2-TZVPD" e_homo_ev="-4.7726 / -9.0757" orbital_gap_ev="4.7473 / 7.7958" total_charge=0 lumo_energy_ev="-0.025 / -1.280" multiplicity=3 s_squared=2.006
Ag -0.312 1.128 1.110 1.023
O -0.706 -0.908 1.480 0.141
O 3.119 -1.331 0.177 0.005
C 3.900 -0.105 0.094 0.003
C 2.831 0.971 0.041 0.042
O 1.611 0.189 0.211 0.097
C 1.849 -1.115 0.315 0.012
H 4.521 -0.054 0.993 0.001
H 4.519 -0.163 -0.805 0.000
H 2.728 1.489 -0.917 0.004
H 2.931 1.717 0.836 0.032
Li 0.138 -2.407 0.242 0.032
O -1.797 -2.130 -0.015 0.010
O -2.835 -0.430 1.057 0.009
C -3.526 0.126 -0.071 0.004
C -2.760 1.374 -0.517 0.062
O -1.397 1.130 -0.518 0.472
C -1.748 -1.169 0.769 0.011
H -3.549 -0.625 -0.873 0.001
H -4.548 0.354 0.252 0.001
H -3.046 2.209 0.157 0.015
H -3.136 1.650 -1.523 0.025


Which is most stable, and by how much? entry i, by 33.8 kJ/mol.


Entry i
17
Properties=species:S:1:pos:R:3:mulliken_charge:R:1 method="wB97M-V/def2-TZVPD" e_homo_ev=-2.3121 orbital_gap_ev=5.8255 total_charge=-1 lumo_energy_ev=3.513 smiles="C=NCCCC[O-]"
C -3.129 0.325 0.093 -0.310
N -2.641 -0.830 -0.128 -0.517
C -1.204 -1.050 0.052 -0.317
C -0.296 0.193 -0.002 -0.519
C 1.182 -0.229 0.108 -0.558
C 2.337 0.811 -0.287 -0.411
O 3.518 0.535 0.195 -0.833
H -4.141 0.394 0.498 0.245
H -2.648 1.293 0.082 0.283
H -1.204 -1.347 1.149 0.197
H -0.832 -1.832 -0.593 0.391
H -0.378 0.805 -0.895 0.337
H -0.739 0.817 0.764 0.366
H 1.460 -0.573 1.108 0.253
H 1.358 -0.878 -0.758 0.188
H 1.860 1.863 0.023 0.074
H 2.270 0.861 -1.402 0.133


Entry ii
17
Properties=species:S:1:pos:R:3:mulliken_charge:R:1 method="wB97M-V/def2-TZVPD" e_homo_ev=-2.2010 orbital_gap_ev=5.9869 total_charge=-1 lumo_energy_ev=3.786 smiles="C=C(N)CCC[O-]"
C 0.397 -2.365 0.065 -1.153
C 0.657 -1.076 0.412 0.540
N 1.626 -0.697 1.392 -0.525
C 0.190 -0.029 -0.547 -0.490
C -0.274 1.233 -0.023 -0.299
C -1.630 1.631 -0.621 -0.631
O -1.985 2.914 -0.360 -0.868
H 1.259 -3.001 -0.064 0.201
H -0.226 -2.591 -0.701 0.372
H 1.555 0.310 1.731 0.270
H 1.794 -1.407 2.098 0.258
H 1.014 0.089 -1.158 0.271
H -0.583 -0.512 -1.189 0.313
H 0.581 2.069 -0.032 0.241
H -0.390 1.096 1.066 0.215
H -2.367 0.863 -0.243 0.181
H -1.617 1.474 -1.826 0.107


Which is most stable, and by how much? entry i, by 19.3 kJ/mol.


Entry i
11
Properties=species:S:1:pos:R:3:mulliken_charge:R:1 method="wB97M-V/def2-TZVPD" e_homo_ev=-8.9929 orbital_gap_ev=10.0043 total_charge=0 lumo_energy_ev=1.011 smiles=CON1N[C@H]1Cl
C 1.515 -0.845 -0.318 -0.756
O 1.010 0.441 -0.629 -0.212
N 0.122 1.090 0.214 -0.132
N -0.777 0.173 0.955 -0.362
C -1.509 0.580 -0.193 0.066
Cl -2.803 1.767 -0.025 -0.169
H 2.567 -0.837 -0.042 0.277
H 1.415 -1.468 -1.107 0.321
H 0.902 -1.474 0.359 0.348
H -0.958 0.623 1.839 0.271
H -1.484 -0.051 -1.053 0.348


Entry ii
11
Properties=species:S:1:pos:R:3:mulliken_charge:R:1 method="wB97M-V/def2-TZVPD" e_homo_ev=-9.5833 orbital_gap_ev=10.4475 total_charge=0 lumo_energy_ev=0.864 smiles="NC(=O)[C@@H](N)Cl"
N 0.703 1.657 0.168 -0.368
C 0.897 0.373 -0.071 0.305
O 1.891 -0.206 -0.163 -0.483
C -0.604 -0.436 -0.548 0.062
N -0.471 -1.692 0.078 -0.348
Cl -1.966 0.787 0.074 -0.339
H -0.187 2.017 0.517 0.217
H 1.446 2.049 0.655 0.268
H -0.589 -0.355 -1.664 0.322
H -0.107 -1.743 1.048 0.200
H -1.014 -2.451 -0.096 0.166


Which is most stable, and by how much? entry ii, by 436.6 kJ/mol.